Entry 1:
This record from the Open Molecules 2025 dataset describes a cluster of 5 separate species, C33H72Cl2NO11 in total. The level of theory is ωB97M-V/def2-TZVPD.

Each line ends with the Löwdin charge.
Element x y z (Å)
C: 8.189 -1.949 2.392  -0.104
C: 6.959 -1.436 1.429  -0.263
O: 6.289 -0.201 1.908  -0.226
C: 6.576 0.915 0.994  -0.175
C: 5.739 0.888 -0.418  -0.156
O: 4.267 0.841 -0.224  -0.219
C: 3.747 -0.515 -0.429  -0.156
C: 2.225 -0.764 0.221  -0.315
C: 1.539 -2.154 -0.285  -0.564
Cl: 1.929 -3.658 0.763  0.532
C: 1.791 -2.612 -1.827  -0.657
C: 1.512 -1.483 -2.979  -0.132
Cl: 3.441 -3.497 -2.100  0.472
C: 2.436 -0.618 1.842  -0.076
C: 1.063 -0.138 2.668  -0.383
C: -0.214 -1.196 2.420  -0.053
C: 1.433 -0.348 4.245  -0.055
N: 0.559 1.191 2.237  -0.142
O: 0.859 2.224 3.025  -0.049
C: 0.914 1.614 0.844  -0.384
C: 2.044 2.846 0.908  -0.051
C: -0.461 2.375 0.259  -0.043
C: 1.243 0.458 -0.242  -0.085
H: 8.979 -2.519 1.708  0.088
H: 7.785 -2.602 3.279  0.081
H: 8.732 -1.002 2.835  0.086
H: 7.393 -1.330 0.330  0.122
H: 6.124 -2.277 1.366  0.127
H: 6.351 1.912 1.576  0.142
H: 7.732 0.854 0.718  0.138
H: 6.128 0.033 -1.147  0.135
H: 5.970 1.918 -0.963  0.141
H: 3.802 -0.728 -1.576  0.105
H: 4.488 -1.274 0.097  0.125
H: 0.358 -2.010 -0.175  0.114
H: 0.990 -3.475 -2.038  0.119
H: 1.709 -1.932 -4.058  0.099
H: 0.338 -1.266 -2.952  0.096
H: 2.029 -0.448 -2.808  0.065
H: 2.945 -1.570 2.352  0.118
H: 3.209 0.263 2.073  0.143
H: -0.752 -0.986 1.402  0.074
H: 0.096 -2.316 2.590  0.075
H: -0.999 -0.915 3.273  0.094
H: 1.540 0.606 4.899  0.082
H: 2.452 -0.956 4.382  0.097
H: 0.615 -1.030 4.785  0.091
H: 2.446 2.926 -0.214  0.090
H: 1.575 3.889 1.151  0.086
H: 2.985 2.566 1.555  0.090
H: -0.523 2.177 -0.905  0.061
H: -1.432 1.935 0.780  0.095
H: -0.446 3.532 0.426  0.086
H: 1.789 0.989 -1.162  0.125
H: 0.199 0.098 -0.696  0.123
C: -2.113 -5.191 7.034  -0.112
O: -3.233 -4.956 6.187  -0.195
C: -3.288 -3.603 5.723  -0.189
C: -2.766 -3.487 4.287  -0.191
O: -1.364 -3.772 4.219  -0.224
C: -1.107 -5.088 3.741  -0.107
H: -1.985 -6.272 7.142  0.090
H: -1.191 -4.774 6.621  0.083
H: -2.303 -4.760 8.022  0.087
H: -2.739 -2.937 6.399  0.126
H: -4.340 -3.303 5.739  0.123
H: -2.897 -2.452 3.950  0.111
H: -3.330 -4.136 3.608  0.125
H: -1.266 -5.122 2.659  0.086
H: -1.737 -5.835 4.231  0.084
H: -0.060 -5.328 3.949  0.091
C: -1.391 1.491 -3.962  -0.124
O: -2.399 0.508 -3.754  -0.195
C: -3.455 0.983 -2.912  -0.182
C: -4.680 1.395 -3.736  -0.184
O: -4.400 2.543 -4.544  -0.194
C: -4.149 2.196 -5.902  -0.112
H: -0.764 1.168 -4.797  0.092
H: -1.814 2.469 -4.206  0.081
H: -0.768 1.573 -3.066  0.060
H: -3.107 1.809 -2.279  0.125
H: -3.736 0.154 -2.256  0.108
H: -5.484 1.679 -3.048  0.123
H: -5.041 0.563 -4.350  0.127
H: -5.094 1.955 -6.399  0.087
H: -3.459 1.353 -5.991  0.082
H: -3.703 3.062 -6.399  0.090
C: -8.055 -1.792 1.342  -0.110
O: -6.743 -2.231 1.679  -0.198
C: -5.957 -2.531 0.521  -0.191
C: -4.988 -1.389 0.195  -0.194
O: -5.693 -0.211 -0.215  -0.211
C: -5.786 0.750 0.830  -0.103
H: -8.505 -1.343 2.232  0.090
H: -8.045 -1.043 0.544  0.083
H: -8.661 -2.649 1.035  0.087
H: -6.600 -2.761 -0.338  0.126
H: -5.375 -3.428 0.754  0.121
H: -4.359 -1.694 -0.648  0.116
H: -4.331 -1.175 1.046  0.121
H: -4.821 1.252 0.953  0.083
H: -6.093 0.300 1.778  0.085
H: -6.534 1.495 0.542  0.091
C: 0.292 4.844 -3.216  -0.100
O: 1.581 4.307 -2.937  -0.201
C: 2.023 3.402 -3.953  -0.190
C: 3.021 4.075 -4.903  -0.189
O: 2.391 5.106 -5.671  -0.195
C: 2.671 6.404 -5.158  -0.111
H: 0.128 5.700 -2.556  0.094
H: 0.204 5.183 -4.251  0.088
H: -0.472 4.089 -3.009  0.066
H: 1.170 2.987 -4.504  0.114
H: 2.527 2.573 -3.445  0.115
H: 3.386 3.326 -5.613  0.123
H: 3.884 4.468 -4.353  0.125
H: 3.692 6.692 -5.428  0.087
H: 2.547 6.455 -4.074  0.083
H: 1.976 7.111 -5.621  0.090

The net charge is 0. The frontier orbital gap (spin up / spin down) comes out at 8.91 / 9.41 eV. The expectation value of S² is 0.755. Its spin multiplicity is 2.

Entry 2:
This record from the Open Molecules 2025 dataset describes the molecule C3H3BrO2S. The level of theory is ωB97M-V/def2-TZVPD.

Each line ends with the Löwdin charge.
Element x y z (Å)
C: -0.599 0.143 -0.487  -0.236
C: 0.006 0.451 0.723  -0.578
C: 1.009 1.298 1.024  0.002
O: -1.461 -0.920 -0.511  -0.459
O: 0.035 -1.747 -2.649  -0.581
S: -0.940 -2.202 -1.668  0.930
Br: -0.672 -0.803 2.250  0.615
H: -0.087 0.317 -1.508  0.146
H: 1.466 1.143 2.090  0.090
H: 1.245 2.319 0.736  0.071

The net charge is 0. The energy relative to the best compared isomer or geometry (same formula, charge and spin) comes out at 73.0 kcal/mol. The frontier orbital gap (spin up / spin down) comes out at 5.63 / 3.71 eV.

Entry 3:
This record from the Open Molecules 2025 dataset describes a structure of composition C30H27CdN5O4. The level of theory is ωB97M-V/def2-TZVPD.

Each line ends with the Löwdin charge.
Element x y z (Å)
Cd: 0.274 0.586 0.319  1.463
C: -3.337 -1.121 -0.738  -0.038
C: -2.281 -1.383 0.302  -0.291
C: -2.170 -0.553 1.423  -0.077
C: -1.221 -0.793 2.415  -0.307
C: -1.136 0.068 3.648  -0.041
C: -0.389 -1.912 2.281  -0.040
C: -0.500 -2.766 1.191  -0.282
C: 0.345 -4.008 1.088  -0.046
C: -1.436 -2.476 0.199  -0.023
H: -4.225 -1.724 -0.537  0.088
H: -2.982 -1.381 -1.736  0.085
H: -3.640 -0.073 -0.742  0.068
H: -2.879 0.257 1.545  0.104
H: -1.380 -0.520 4.534  0.090
H: -1.830 0.908 3.596  0.074
H: -0.124 0.449 3.782  0.055
H: 0.346 -2.110 3.053  0.119
H: -0.278 -4.898 1.201  0.087
H: 1.110 -4.032 1.865  0.078
H: 0.838 -4.074 0.116  0.078
H: -1.518 -3.127 -0.667  0.129
O: 0.434 -0.772 -6.622  -0.022
C: 0.242 0.375 -6.183  -0.692
O: -0.071 1.452 -6.713  -0.022
C: 0.264 0.433 -4.633  -0.067
C: 1.057 -0.444 -3.908  0.060
C: 1.052 -0.366 -2.528  -0.194
N: 0.183 0.423 -1.891  0.044
C: -0.628 1.236 -2.571  -0.194
C: -0.555 1.317 -3.950  0.064
C: -1.583 2.057 -1.760  -0.202
C: -2.485 2.926 -2.364  0.010
C: -3.325 3.688 -1.574  -0.038
C: -3.249 3.573 -0.194  -0.046
C: -2.336 2.680 0.329  -0.140
N: -1.539 1.929 -0.429  0.026
C: 1.989 -1.158 -1.667  -0.197
C: 2.983 -1.956 -2.219  0.005
C: 3.809 -2.684 -1.381  -0.041
C: 3.638 -2.589 -0.010  -0.047
C: 2.642 -1.760 0.469  -0.137
N: 1.839 -1.067 -0.338  0.043
H: 1.630 -1.174 -4.461  0.118
H: -1.102 2.046 -4.533  0.118
H: -2.528 3.008 -3.439  0.114
H: -4.027 4.372 -2.032  0.116
H: -3.879 4.158 0.461  0.109
H: -2.226 2.564 1.401  0.107
H: 3.111 -2.002 -3.290  0.113
H: 4.582 -3.317 -1.797  0.115
H: 4.264 -3.140 0.678  0.112
H: 2.478 -1.624 1.534  0.092
C: 4.340 1.325 4.311  -0.017
N: 3.388 1.828 3.326  -0.056
C: 3.526 3.096 2.832  -0.058
C: 2.784 3.563 1.818  0.006
C: 1.831 2.658 1.216  -0.544
O: 1.193 2.908 0.181  -0.061
N: 1.618 1.443 1.825  0.055
C: 2.398 0.968 2.835  -0.531
O: 2.265 -0.154 3.319  -0.003
H: 4.504 2.075 5.083  0.091
H: 5.292 1.079 3.839  0.096
H: 3.927 0.429 4.757  0.082
H: 4.277 3.703 3.321  0.130
H: 2.893 4.561 1.426  0.112

The net charge is 0. The energy relative to the best compared isomer or geometry (same formula, charge and spin) comes out at 9.7 kcal/mol. The frontier orbital gap comes out at 7.13 eV.

Entry 4:
This record from the Open Molecules 2025 dataset describes a cluster of 2 separate species, C6H15N2OS in total. The level of theory is ωB97M-V/def2-TZVPD.

Each line ends with the Löwdin charge.
Element x y z (Å)
C: -3.562 0.002 1.311  -0.004
C: -2.563 -0.864 1.432  -0.158
C: -1.317 -0.993 0.453  -0.329
C: 1.883 0.888 -0.998  -0.133
C: 1.720 1.532 0.363  -0.256
C: 1.485 -0.582 -1.054  -0.700
N: 0.891 -0.929 -2.182  0.114
N: -1.269 -0.144 -0.730  -0.026
O: 2.526 1.043 1.404  -0.096
S: 1.603 -1.722 0.124  1.029
H: -4.421 0.071 1.974  0.059
H: -3.529 0.757 0.445  0.074
H: -2.476 -1.463 2.255  0.058
H: -1.374 -2.063 0.148  0.104
H: -0.372 -0.886 1.146  0.072
H: 2.843 0.951 -1.483  0.138
H: 1.234 1.441 -1.603  0.107
H: 0.753 1.256 0.677  0.079
H: 1.798 2.725 0.380  0.188
H: 0.816 -2.006 -2.247  0.169
H: 1.057 -0.372 -3.030  0.156
H: -0.960 0.839 -0.415  0.103
H: -2.194 -0.027 -1.178  0.092
H: 3.375 1.508 1.526  0.125
H: 2.054 -0.960 1.282  0.037

The net charge is +1. The energy relative to the best compared isomer or geometry (same formula, charge and spin) comes out at 34.9 kcal/mol. The frontier orbital gap comes out at 8.35 eV.

| no. | electronic energy (hartree) | molar mass (u) |
| --- | --- | --- |
| 1 | -3102.78633 | 729.84 |
| 2 | -3238.58795 | 183.03 |
| 3 | -1902.00779 | 633.99 |
| 4 | -820.20750 | 163.27 |